w | Here is a molecular structure, C35H43Br3CdClN3O7 from OMol25. Energies are from ωB97M-V/def2-TZVPD.

## Properties
multiplicity = 1
total charge = -2
highest occupied orbital energy = -1.7558 eV

Last column: Mulliken charge in e.
CARTESIAN COORDINATES (ANGSTROEM)
Cd (-1.54, 0.51, -0.80)  4.0303
C (0.14, 8.44, 0.25)  -2.1279
C (1.08, 7.39, -0.35)  2.0552
C (2.21, 7.12, 0.66)  -1.7192
C (1.69, 7.96, -1.63)  -1.7454
C (0.35, 6.08, -0.66)  -0.1357
C (1.04, 5.02, -1.24)  -0.2397
C (0.38, 3.85, -1.55)  -0.1102
Br (1.37, 2.45, -2.38)  -0.2375
C (-1.00, 3.62, -1.31)  0.6526
O (-1.55, 2.52, -1.72)  -1.3321
C (-1.68, 4.68, -0.67)  -0.3697
C (-0.99, 5.86, -0.39)  -0.5053
C (-3.17, 4.64, -0.25)  2.5440
C (-3.29, 5.08, 1.23)  -1.8419
C (-3.82, 3.26, -0.34)  -1.6388
C (-3.96, 5.61, -1.13)  -1.9716
H (0.71, 9.36, 0.44)  0.4461
H (-0.29, 8.10, 1.19)  0.3759
H (-0.67, 8.68, -0.44)  0.3736
H (2.74, 8.05, 0.91)  0.4408
H (2.93, 6.41, 0.27)  0.3223
H (1.80, 6.70, 1.59)  0.3684
H (2.21, 8.90, -1.43)  0.4529
H (0.90, 8.15, -2.37)  0.3659
H (2.40, 7.27, -2.08)  0.3180
H (2.10, 5.09, -1.46)  0.3512
H (-1.55, 6.66, 0.08)  0.1957
H (-2.66, 4.45, 1.86)  0.2465
H (-4.33, 4.95, 1.56)  0.4706
H (-3.02, 6.12, 1.38)  0.4301
H (-3.33, 2.55, 0.31)  -0.3230
H (-3.81, 2.86, -1.35)  0.2041
H (-4.86, 3.35, -0.01)  0.6796
H (-3.55, 6.62, -1.10)  0.3158
H (-5.01, 5.65, -0.80)  0.4619
H (-3.94, 5.27, -2.17)  0.3653
O (-0.96, 0.33, 3.05)  -0.6895
Cl (-1.16, 1.67, 2.54)  1.7135
O (-0.41, 2.61, 3.32)  -0.7764
O (-2.56, 2.00, 2.55)  -0.6498
O (-0.66, 1.74, 1.15)  -0.5913
Br (-0.61, -3.22, -4.46)  -0.2107
C (0.40, -2.94, -2.87)  -0.1709
C (1.28, -3.94, -2.46)  -0.4232
C (2.02, -3.79, -1.31)  0.1950
Br (3.20, -5.20, -0.79)  -0.3213
C (1.91, -2.62, -0.52)  0.8244
C (2.63, -2.36, 0.67)  -0.9738
C (2.46, -1.17, 1.31)  -1.1829
C (1.54, -0.23, 0.80)  -0.5307
N (0.82, -0.47, -0.26)  0.1581
C (1.00, -1.62, -0.94)  -0.3538
C (0.17, -1.76, -2.14)  0.3280
O (-0.64, -0.86, -2.46)  -0.8291
H (1.39, -4.83, -3.06)  0.4236
H (3.31, -3.11, 1.05)  0.2785
H (2.99, -0.96, 2.23)  0.4160
H (1.38, 0.71, 1.30)  0.6689
O (-1.61, -1.62, 0.56)  -0.4124
C (-1.52, -2.81, 0.75)  -0.5818
C (-1.86, -3.45, 2.07)  -1.1960
C (-3.36, -3.81, 1.92)  0.2073
C (-3.76, -4.62, 0.68)  -1.2268
C (-3.78, -3.87, -0.67)  0.1477
C (-2.39, -3.61, -1.31)  -0.3088
N (-1.34, -3.71, -0.29)  0.3051
H (-1.70, -2.75, 2.88)  0.3255
H (-1.27, -4.36, 2.23)  0.3907
H (-3.92, -2.87, 1.92)  -0.3570
H (-3.67, -4.36, 2.82)  0.4563
H (-4.78, -4.97, 0.85)  0.4713
H (-3.15, -5.53, 0.61)  0.3251
H (-4.28, -2.91, -0.54)  -0.4098
H (-4.39, -4.44, -1.38)  0.5179
H (-2.35, -2.62, -1.75)  -0.3964
H (-2.15, -4.34, -2.09)  0.5256
H (-1.24, -4.65, 0.05)  0.4520
C (-3.23, 0.23, -3.73)  -1.3597
C (-4.08, -0.10, -2.54)  0.0325
C (-5.41, -0.48, -2.53)  -1.1138
C (-5.79, -0.62, -1.17)  -0.4934
C (-4.66, -0.34, -0.42)  -0.5953
C (-4.55, -0.25, 1.07)  -1.4372
N (-3.62, -0.03, -1.25)  2.1953
H (-3.82, 0.79, -4.46)  0.4717
H (-2.84, -0.67, -4.22)  0.1246
H (-2.37, 0.84, -3.46)  -0.0687
H (-6.04, -0.61, -3.41)  0.4523
H (-6.76, -0.88, -0.78)  0.4401
H (-4.99, -1.12, 1.56)  0.4120
H (-5.07, 0.64, 1.45)  0.3197
H (-3.51, -0.17, 1.39)  -0.0869

x | Here is a molecular structure, C35H43Br3CdClN3O7 from OMol25. Energies are from ωB97M-V/def2-TZVPD.

## Properties
multiplicity = 1
total charge = -2
highest occupied orbital energy = -2.0694 eV

Last column: Mulliken charge in e.
CARTESIAN COORDINATES (ANGSTROEM)
Cd (-0.01, 0.08, 0.16)  3.7091
C (-2.38, -4.07, 7.16)  -2.1722
C (-2.12, -4.52, 5.72)  2.2374
C (-3.33, -5.32, 5.24)  -1.8029
C (-0.88, -5.43, 5.72)  -1.7007
C (-1.87, -3.34, 4.78)  -0.4436
C (-1.79, -3.55, 3.41)  0.0646
C (-1.51, -2.50, 2.56)  0.1662
Br (-1.44, -2.83, 0.69)  -0.1772
C (-1.25, -1.18, 2.98)  -0.4725
O (-0.95, -0.23, 2.18)  -2.1626
C (-1.37, -0.96, 4.40)  -0.7162
C (-1.66, -2.03, 5.23)  -0.2942
C (-1.15, 0.44, 4.96)  2.7984
C (-1.40, 0.51, 6.47)  -2.6291
C (0.31, 0.85, 4.71)  -1.1941
C (-2.09, 1.44, 4.29)  -1.5051
H (-2.58, -4.95, 7.78)  0.4504
H (-3.25, -3.41, 7.21)  0.4104
H (-1.53, -3.55, 7.58)  0.3601
H (-3.56, -6.12, 5.95)  0.4746
H (-3.15, -5.79, 4.27)  0.3261
H (-4.20, -4.68, 5.14)  0.3686
H (-1.05, -6.31, 6.35)  0.4428
H (-0.01, -4.89, 6.09)  0.3543
H (-0.65, -5.77, 4.71)  0.3432
H (-1.94, -4.53, 2.99)  0.3265
H (-1.73, -1.84, 6.29)  0.4871
H (-0.70, -0.11, 7.03)  0.4256
H (-2.41, 0.22, 6.72)  0.4227
H (-1.25, 1.54, 6.80)  0.4886
H (0.99, 0.19, 5.25)  0.3524
H (0.47, 1.88, 5.05)  0.5055
H (0.54, 0.80, 3.65)  -0.1919
H (-3.13, 1.17, 4.48)  0.3570
H (-1.94, 1.48, 3.21)  0.0985
H (-1.93, 2.44, 4.70)  0.4747
O (-1.78, 0.01, -3.56)  -0.7200
Cl (-1.76, 0.77, -2.34)  1.8447
O (-2.74, 1.81, -2.41)  -0.7556
O (-0.44, 1.33, -2.13)  -0.6856
O (-2.04, -0.11, -1.21)  -0.7193
Br (-2.97, 4.41, 1.39)  -0.2217
C (-1.14, 4.13, 1.79)  -0.1643
C (-0.48, 5.05, 2.60)  -0.2954
C (0.83, 4.88, 2.94)  0.0868
Br (1.67, 6.19, 4.07)  -0.3310
C (1.57, 3.77, 2.47)  0.9754
C (2.92, 3.50, 2.75)  -1.0269
C (3.52, 2.40, 2.22)  -1.3079
C (2.77, 1.54, 1.39)  -0.0414
N (1.51, 1.77, 1.12)  0.5682
C (0.90, 2.85, 1.64)  -0.8319
C (-0.52, 2.97, 1.28)  0.2837
O (-1.06, 2.09, 0.60)  -0.7627
H (-1.03, 5.91, 2.97)  0.3723
H (3.47, 4.18, 3.40)  0.3076
H (4.55, 2.16, 2.43)  0.4819
H (3.21, 0.66, 0.94)  0.3486
O (0.24, -1.65, -2.05)  -0.2200
C (0.13, -2.62, -2.75)  0.0151
C (0.32, -2.57, -4.24)  -1.0367
C (1.85, -2.71, -4.42)  -0.3101
C (2.52, -3.86, -3.65)  -1.2402
C (2.57, -3.70, -2.12)  0.5921
C (1.30, -4.15, -1.39)  -0.2625
N (0.11, -3.91, -2.21)  -0.1647
H (-0.03, -1.61, -4.62)  0.2514
H (-0.21, -3.38, -4.75)  0.4283
H (2.30, -1.77, -4.08)  0.1154
H (2.07, -2.81, -5.49)  0.4687
H (3.55, -3.92, -4.02)  0.4323
H (2.05, -4.81, -3.92)  0.3446
H (2.76, -2.65, -1.88)  -0.5062
H (3.43, -4.25, -1.72)  0.5906
H (1.20, -3.62, -0.45)  -0.5858
H (1.32, -5.22, -1.17)  0.5081
H (0.03, -4.60, -2.94)  0.4431
C (1.97, -2.16, 2.07)  -0.6156
C (2.67, -1.55, 0.90)  -0.4526
C (4.01, -1.66, 0.56)  -1.4504
C (4.19, -0.85, -0.59)  -0.8352
C (2.96, -0.30, -0.89)  0.1587
C (2.61, 0.65, -1.98)  -1.5934
N (2.03, -0.73, 0.02)  2.9546
H (2.70, -2.57, 2.77)  0.4954
H (1.29, -2.97, 1.78)  0.0165
H (1.37, -1.42, 2.60)  -0.3650
H (4.75, -2.24, 1.09)  0.4712
H (5.11, -0.68, -1.14)  0.4474
H (3.48, 0.81, -2.62)  0.4328
H (2.29, 1.62, -1.59)  0.1219
H (1.79, 0.28, -2.59)  -0.0384

Taking the most stable structure as the zero point, the relative energies in kJ/mol are w 0.0; x 12.8.

w | Here is C20H20N6 in the gas phase from OMol25. Energies are from ωB97M-V/def2-TZVPD.

## Properties
multiplicity = 1
total charge = 0
highest occupied orbital energy = -8.5473 eV

Last column: Mulliken charge in e.
CARTESIAN COORDINATES (ANGSTROEM)
H (0.04, -2.29, 2.55)  0.3122
N (-0.06, -1.98, 3.48)  -0.8935
C (-0.05, -0.76, 3.62)  0.5030
N (-0.33, -0.38, 4.89)  -0.1846
C (-0.09, 0.92, 5.13)  0.3545
N (0.04, 1.22, 6.35)  -0.8153
H (0.03, 2.23, 6.47)  0.2602
N (0.22, 1.93, 4.17)  -0.5257
C (0.14, 1.46, 2.82)  1.1075
C (1.12, 2.43, 2.22)  -1.9325
C (-1.37, 1.70, 2.45)  -1.3744
N (0.34, 0.05, 2.59)  0.4620
C (1.06, -0.50, 1.43)  -1.4270
C (2.19, -1.39, 1.59)  -0.1377
C (2.70, -2.14, 0.52)  -0.8774
C (2.21, -2.04, -0.77)  -0.3640
C (1.08, -1.22, -0.94)  0.3645
C (0.43, -1.21, -2.24)  -0.9909
C (-0.10, -0.19, -2.97)  0.8593
C (0.04, 1.19, -2.60)  -0.1643
N (0.24, 2.32, -2.31)  -0.5932
C (-0.96, -0.36, -4.17)  0.5001
C (-1.79, -1.53, -4.25)  -0.5073
C (-2.65, -1.60, -5.32)  -0.5849
C (-2.43, -0.71, -6.45)  -0.2931
C (-1.62, 0.32, -6.41)  -0.5244
C (-0.91, 0.57, -5.22)  -0.2736
C (0.66, -0.44, 0.11)  0.3538
H (0.19, -1.04, 5.46)  0.4097
H (1.18, 2.37, 4.40)  0.4165
H (2.07, 2.42, 2.73)  0.5369
H (1.48, 2.19, 1.18)  0.2665
H (0.67, 3.40, 2.23)  0.4275
H (-1.68, 2.71, 2.83)  0.4160
H (-2.06, 0.93, 2.84)  0.2933
H (-1.46, 1.65, 1.37)  0.3633
H (2.52, -1.51, 2.54)  0.6680
H (3.66, -2.71, 0.65)  0.2817
H (2.81, -2.64, -1.47)  0.3961
H (0.43, -2.18, -2.64)  0.6327
H (-1.94, -2.22, -3.41)  0.3687
H (-3.36, -2.45, -5.32)  0.3366
H (-2.93, -0.97, -7.41)  0.3176
H (-1.60, 1.02, -7.28)  0.3383
H (0.00, 1.23, -5.27)  0.2671
H (-0.16, 0.14, -0.15)  0.6503

x | Here is C20H20N6 in the gas phase from OMol25. Energies are from ωB97M-V/def2-TZVPD.

## Properties
multiplicity = 1
total charge = 0
highest occupied orbital energy = -7.5554 eV

Last column: Mulliken charge in e.
CARTESIAN COORDINATES (ANGSTROEM)
C (2.90, 1.01, 4.21)  -1.7834
C (1.99, 1.08, 3.06)  0.5122
C (1.27, 2.22, 2.56)  0.5918
C (1.46, 3.65, 2.98)  -1.9732
N (0.32, 1.75, 1.66)  0.3292
C (-0.41, 2.71, 0.77)  -0.0579
C (-2.00, 2.79, 1.08)  -1.5727
C (0.04, 2.54, -0.62)  0.2449
C (-0.83, 2.36, -1.70)  -0.4867
C (-0.23, 2.37, -2.92)  -0.7295
C (1.17, 2.43, -3.15)  -0.3828
C (1.97, 2.59, -2.06)  -0.8491
C (1.37, 2.64, -0.86)  0.0059
C (0.46, 0.41, 1.42)  0.0351
N (-0.24, -0.43, 0.62)  -0.4859
C (0.16, -1.73, 0.64)  -0.2581
C (-0.36, -2.76, -0.27)  0.6278
C (-1.24, -2.39, -1.27)  0.1018
N (-1.85, -3.17, -2.16)  -0.6455
C (-1.51, -4.47, -2.10)  -0.1615
C (-0.64, -4.97, -1.17)  -0.2948
N (-0.13, -4.10, -0.17)  -0.5692
N (1.25, -2.14, 1.35)  -0.6147
C (1.76, -1.31, 2.17)  0.2052
N (2.83, -1.75, 2.77)  -0.3823
C (1.45, 0.01, 2.25)  1.2516
H (2.52, 0.44, 4.97)  0.3327
H (3.82, 0.47, 3.90)  0.2940
H (3.17, 1.99, 4.62)  0.3661
H (0.60, 3.91, 3.49)  0.4195
H (1.44, 4.30, 2.16)  0.3855
H (2.35, 3.73, 3.57)  0.4377
H (-0.06, 3.70, 0.91)  0.4245
H (-2.31, 3.60, 0.41)  0.4746
H (-2.41, 1.73, 0.95)  0.3153
H (-2.16, 3.21, 2.07)  0.3607
H (-1.86, 2.19, -1.59)  0.5685
H (-0.79, 2.07, -3.79)  0.3158
H (1.54, 2.38, -4.19)  0.3705
H (3.04, 2.60, -2.24)  0.4018
H (2.06, 2.91, -0.07)  0.2478
H (-1.31, -1.31, -1.44)  0.4584
H (-2.16, -5.14, -2.72)  0.3408
H (-0.64, -6.01, -1.12)  0.3865
H (3.57, -1.06, 2.79)  0.1507
H (2.96, -2.74, 2.56)  0.2906

Taking the most stable structure as the zero point, the relative energies in kJ/mol are w 161.9; x 0.0.